Record 1
# C32H73BeF3N3O11S9

A molecular structure, C32H73BeF3N3O11S9 in a non-equilibrium geometry (wB97M-V/def2-TZVPD, the Open Molecules 2025 dataset).

Properties
Maximum force, eV/A: 4.028
Energy, Ha: -6152.3609
HOMO level, eV: -9.95
LUMO energy, eV: -5.05
Charge: +1
Gap between HOMO and LUMO, eV: 4.9

XYZ file:
```
132
C32H73BeF3N3O11S9 wB97M-V/def2-TZVPD
O -0.8276 -0.4313 0.8005
C 0.3074 -1.2042 0.4594
C 3.2810 3.2625 -5.8204
H -3.3944 1.9034 4.5634
C 3.8668 1.2780 1.9556
H -2.0890 -0.9933 -5.0636
C 6.4675 -2.7179 -1.2353
H 0.6671 -2.2473 4.2764
O -2.2747 7.0919 3.8051
H 7.1355 -3.3689 -0.6721
C 2.0473 -5.0746 -0.7540
O 5.3403 -1.7971 1.0861
C -6.4277 0.3475 3.2532
C -0.7105 1.0120 0.7533
H -3.4593 -2.2860 -2.9403
H 2.4314 -1.3532 -3.7929
H -1.6938 4.9594 6.6435
H -2.1733 1.6469 2.1762
C -2.9377 1.9889 -4.2905
H 4.5630 1.4109 2.7827
H -5.6276 1.5712 -1.3733
H 4.3535 -1.1674 -2.2035
H -6.5635 -2.4014 -0.4147
H 2.4211 -4.3431 -0.0375
C -2.0711 1.6317 1.0894
N 3.9939 -5.5071 -2.4455
H 4.4269 0.9118 1.0966
O -1.3658 -0.1053 3.6923
H -0.1860 5.3165 3.5623
S -4.1808 3.5468 -1.3982
H -5.0165 2.6076 4.6599
N 1.9548 -4.0558 2.6399
H 7.0066 -1.7941 -1.4435
C -3.2454 0.7753 -4.8615
C 2.3549 -2.3110 -4.3042
H 2.1934 -3.0980 -3.5694
H -6.8794 -0.6005 2.9651
F -0.3147 -1.4428 -1.9274
H 6.2398 -3.2198 -2.1769
H 2.6259 1.0839 -2.9285
C -1.5648 5.9043 6.1105
H 3.8485 3.3767 -6.7435
H -5.1258 4.4168 -3.5259
H -5.4386 -3.6212 -0.6645
H -0.7864 0.6313 6.8904
H 1.5641 -2.2430 -5.0526
H -6.3653 0.9032 2.3154
H 4.2690 4.5946 0.2239
H 3.9933 -4.5442 -6.8761
H -5.0072 5.5173 -2.1414
S -4.8554 0.1323 4.1543
H 2.2580 3.5367 -6.0810
H -1.3847 -0.8772 6.2738
H -2.9353 1.0684 0.7347
O 2.3942 0.6365 -5.9611
C -0.4953 -0.2445 6.3139
H -2.2803 -1.6504 -1.7611
H 5.3819 3.4918 1.1825
H -7.0941 0.9518 3.8702
H -0.9662 3.7521 4.1106
Be -2.2298 -1.8699 2.0843
C -5.7507 -2.6688 -1.0946
H 5.2752 -0.0991 -1.0964
H 1.4319 -3.4440 2.0268
H -2.0398 6.6102 6.7922
H 1.1948 -0.6964 0.8634
H 4.6608 2.9558 -0.3639
H -5.2015 2.0519 0.2652
O 1.9967 2.6461 0.3723
C 3.3043 -4.1961 2.6343
F 1.5928 -2.1671 -1.3324
C 3.6146 -5.0776 3.6233
O -3.7575 4.4015 -0.2316
S 4.9458 -2.3670 -0.2623
C -1.1032 0.6069 -4.1410
C 0.9750 -1.2012 4.1938
S -4.4111 -1.4112 -0.8536
C -1.5955 1.8693 -3.8526
H 1.2666 -1.1001 3.1490
C -3.1912 -2.2336 -1.8881
C 2.4682 1.9333 -3.5872
H -0.1095 0.1928 -4.1304
H 0.0031 1.3710 1.4914
C 3.3703 -4.1776 -6.0634
O 5.0304 -2.8565 -4.4902
H -3.5762 2.8475 -4.1776
H 2.3162 -4.2954 -6.3132
H -0.9639 2.5831 -3.3445
H -0.6249 1.4079 -0.2585
S 3.8342 -2.5775 -5.3660
H 3.5567 -4.8496 -5.2206
O -3.9656 -0.6245 3.2202
C 4.5224 3.5802 0.5200
H 0.3457 -4.8085 3.8145
O -3.9076 -1.3582 0.5663
S 3.2935 1.5478 -5.1719
H 3.7938 -3.5191 1.9547
H 1.4327 2.2212 -3.7719
H 3.5929 -0.5261 -0.6949
H 1.7982 -1.1831 4.9102
H 0.3169 -0.8020 6.7744
C 0.6811 -1.2198 -1.0570
C 1.4159 -4.7783 3.6731
H -0.5149 6.1984 6.0862
S -0.1532 0.1567 4.5565
C 4.5125 -0.8733 -1.1641
C -1.0943 4.7149 3.6174
H 4.5494 -5.5654 3.8539
C 2.4090 -5.5016 4.2790
H -2.1016 2.6569 0.7214
H 1.1644 -4.6669 -1.2378
H -3.0202 -3.2094 -1.4312
C -5.4515 2.4305 -0.7283
F 1.1654 -0.0277 -1.4183
C 3.1302 -5.3421 -1.7086
N -2.1656 -0.0533 -4.7134
H 3.7405 3.9139 -5.0787
S -2.3237 5.7584 4.4563
H -6.3508 4.4435 -2.1964
H 3.0921 0.5832 2.2742
H -6.1932 -2.6801 -2.0875
H 1.9183 -5.9782 -0.1589
C -5.2955 4.5114 -2.4560
H -6.3245 3.0270 -0.4578
H 2.8742 2.8338 -3.1237
S 3.0879 2.8624 1.3986
H -4.2431 2.2433 3.0555
H -4.1129 0.3851 -5.3696
C -4.3773 1.9355 4.0914
O -0.1129 -2.3407 1.1697
H 2.3570 -6.2650 5.0370
H -1.4171 4.5712 2.5865
```



Record 2
# C32H74AsF6NO18P2S5

A molecular structure, C32H74AsF6NO18P2S5 in a non-equilibrium geometry (wB97M-V/def2-TZVPD, the Open Molecules 2025 dataset).

Properties
Relative energy (zero: lowest compared OMol25 entry of this formula, charge and spin), kJ/mol: 0.0
Maximum force, eV/A: 5.199
Energy, Ha: -8181.5558
HOMO level, eV: -9.76
LUMO energy, eV: -0.49
Charge: 0
Gap between HOMO and LUMO, eV: 9.3

XYZ file:
```
139
C32H74AsF6NO18P2S5 wB97M-V/def2-TZVPD
O -0.6329 -3.5745 6.2225
C -7.7485 4.8204 -3.5290
O 0.3532 -5.2933 -3.0097
F 2.0720 0.5368 -0.9828
H -4.8399 -0.5512 -3.5565
C -1.9492 -3.2762 -0.8331
C 2.8544 -3.5188 7.7791
H 3.8309 -3.9387 7.5376
C -0.1396 1.0630 3.2047
H -2.3400 -2.9048 0.1142
H 3.3211 -1.9082 -1.3492
H -2.8502 -5.3556 -3.4041
H -8.1201 5.3257 -2.6376
H 5.0532 4.2329 -3.6326
F 0.4820 -0.9685 -2.2422
H -0.3212 4.8781 -2.5437
H 2.3681 -5.1199 8.9105
H 1.1043 -3.7004 1.5902
S -2.8222 1.1255 3.7837
H -4.4336 0.8138 0.7226
C 5.7265 2.2754 -4.0516
C -0.5752 2.5386 3.4591
H -0.1327 -2.5537 2.0200
H 2.1061 -3.6867 3.8468
H 3.5814 4.6822 -1.4360
H 3.0680 2.9397 2.4504
O 1.8541 -3.6885 6.7785
C 3.7912 -5.3440 -1.5308
H 3.9043 2.2706 0.1728
C 4.5937 -4.9244 -2.7966
H -8.1187 3.8011 -3.6392
C 2.2477 -4.0428 9.0262
H 2.7828 -4.2057 -0.0111
C -2.0977 3.7588 -2.9608
O -3.8961 1.5935 2.8614
S 4.1729 -3.0613 -3.1665
O -1.3200 -6.7125 -1.5424
O 5.4115 -2.2666 -3.0665
C -1.8644 -3.0643 5.6618
H 4.3740 -6.0950 -0.9973
C 3.5963 -3.9962 -0.7057
H -5.6127 5.5538 -3.9808
C 2.5647 3.3023 1.5542
H -1.5495 -0.7148 3.1066
H 1.5673 -2.1337 2.0434
H -4.2421 -1.4066 -5.0139
C -3.4907 0.5829 -4.7678
H -1.2718 2.1780 5.2897
P 0.7222 -2.6514 6.3211
C -1.4248 0.3418 2.8698
H 4.3586 -5.4098 -3.7438
H -3.5236 -4.7016 -1.0827
F -0.0180 1.8564 -0.0842
C -2.2745 -4.5996 -2.8701
C -0.7438 -4.1760 -0.6608
H 0.2946 -3.9371 4.0362
H 5.2915 4.0345 -5.4141
H -2.5823 -2.7836 7.6143
O -4.1237 1.7822 -4.9240
H -3.0094 0.4465 -5.7363
H 5.3330 0.7423 -2.4829
O -3.2217 0.2934 4.9287
C -2.9426 -3.2806 6.7136
S 3.2094 2.9862 -4.5491
H 3.6611 0.7623 -4.5316
O -4.6196 2.0086 -2.3554
H -3.1882 -4.3108 6.9712
H -1.8352 -1.9821 5.5353
H 5.6676 -4.9669 -2.6146
H -1.9340 -3.8782 -3.6130
H 1.7839 2.5719 1.3419
C -1.7446 2.5285 4.3723
N -3.7265 1.2585 0.1549
O 2.9778 2.7119 -5.9721
H 2.1859 3.5648 -1.2934
H 1.2664 4.9438 2.4258
F 0.2964 -0.6869 0.2671
C 3.1364 -2.9443 -1.6329
O 3.2906 -2.9105 -4.3211
H -2.2913 3.4646 4.4860
S -0.7851 -5.4355 -2.0553
C -3.0245 -3.9693 -1.7174
P -4.4884 2.7544 -3.6784
H 2.8008 -3.5599 9.8318
C 4.8636 1.6225 -2.9221
H 2.1251 -3.0693 -2.0201
H 2.8802 -5.7690 -1.9521
H 0.6152 0.9792 2.4228
H -5.4592 -0.2444 -5.2472
H 0.2413 -3.7501 -0.8513
C 0.8550 -2.9162 2.3051
H 0.1813 0.5718 4.1233
H 0.2402 3.1939 3.7654
F -1.5772 0.2690 -1.2682
O 2.5605 6.7029 -0.0116
O 0.9959 -2.1914 4.7497
H -4.1171 1.6002 -0.7116
H 4.4566 -3.7038 -0.1037
H -2.2515 -3.4491 4.7184
H 6.7225 2.5952 -3.7455
H 2.7465 0.9839 -3.0801
H 1.1897 -3.7962 9.1151
C -6.1888 4.7526 -3.5177
O -5.8225 3.5299 -4.1387
C 3.5683 3.2925 0.3482
S 1.8844 5.4240 0.1897
H 4.6652 2.4144 -2.1997
As 0.2243 0.4415 -1.1818
O 2.2586 3.8438 -3.8513
H 3.1676 -2.4767 7.8436
C 1.1069 -3.2557 3.7832
O -3.2938 3.9466 -3.6976
H -1.5893 -2.3731 -1.3261
H -7.9836 5.4354 -4.3977
H -3.8571 -3.3085 -1.9590
C 2.9144 4.1639 -0.7472
H 5.8246 1.5080 -4.8194
H -1.3110 5.4999 -3.9258
C 4.9449 3.5700 -4.4910
H -3.8544 -2.9493 6.2166
C 3.5639 1.4110 -3.6610
H -2.4006 3.3894 -1.9810
H -1.7788 5.8025 -2.3093
F 0.3202 1.4691 -2.6011
C -1.3245 5.0374 -2.9389
H -1.7282 0.3466 1.8229
H 2.9519 5.2948 2.3853
H -2.7278 0.5139 -3.9923
O 0.5742 -1.4566 7.2294
H -0.6484 -4.7314 0.2722
H -3.0023 0.5783 -0.0266
H 4.4667 3.7616 0.7494
H -1.4741 3.0073 -3.4449
H -3.3675 2.0891 0.6036
O 0.4730 5.2642 -0.0661
H -0.7795 3.0239 2.5047
H -5.8122 4.7001 -2.4962
C -4.5971 -0.4564 -4.6149
C 2.1767 4.7325 1.8647
```



Record 3
# C32H74ClFN4O10S7

8 unconnected molecules or ions with the total composition C32H74ClFN4O10S7 in a non-equilibrium geometry (wB97M-V/def2-TZVPD, the Open Molecules 2025 dataset).

Properties
Relative energy (zero: lowest compared OMol25 entry of this formula, charge and spin), kJ/mol: 477.5
Maximum force, eV/A: 4.487
Energy, Ha: -5582.1085
HOMO level, eV: -8.46
LUMO energy, eV: 0.39
Charge: 0
Gap between HOMO and LUMO, eV: 8.8

XYZ file:
```
129
C32H74ClFN4O10S7 wB97M-V/def2-TZVPD
H -2.0710 4.2354 -7.3903
Cl -1.1699 0.3553 -1.6025
O 0.9017 -6.9848 3.3899
H 4.0880 6.7698 0.0230
H -2.5993 4.8194 -8.9864
C -4.3947 -1.2562 -4.1356
H 6.0997 -0.1113 0.2330
H 3.6177 0.2264 -4.0132
H -3.2619 1.2750 7.3500
C -1.9648 2.4861 2.0936
H 3.3155 -3.8855 3.9630
C -2.8955 4.2491 -8.1040
H -0.5169 -3.9859 2.0852
H -0.8255 -1.4673 -9.7898
C 0.6896 2.4823 -0.9667
S -0.3510 -7.6774 3.8241
S -2.6988 -3.0985 7.0754
H -5.0615 5.3780 -9.5798
O -4.7838 4.1397 -6.2259
H 1.1284 -1.7127 -3.2414
H 3.8497 1.8424 -2.4119
H 5.6002 2.7334 -0.6059
H 3.7508 -1.9467 -1.6011
C -0.0181 1.8186 0.3421
H -2.1345 2.5519 -0.1728
H 4.8008 6.2766 2.3838
H 1.8266 -0.0298 0.1395
H -3.6702 -2.0238 8.9909
H 1.4942 -0.0871 -2.4756
N 3.8629 0.9225 -1.9525
O -0.6463 -1.4119 1.8181
H 4.5655 -2.8029 3.1856
C 3.4358 -2.8955 3.3913
H 0.7428 0.4969 -9.8419
H -1.0369 -1.6465 6.1651
H 6.0344 7.5721 2.3245
C 1.1970 -0.3184 2.8655
H 3.2207 -0.2055 1.8804
H 5.1427 -0.3543 -3.1858
H -0.7491 -1.9493 7.8967
H -5.5336 3.7662 -8.9608
H 0.1035 -3.1453 3.5991
H 0.6599 -9.7860 4.3014
C 0.4335 -3.6206 2.6186
H -1.4435 -5.7393 4.6777
C -0.3006 0.2704 0.0190
H -4.2418 0.4136 3.6933
C -3.7746 0.3809 -6.1671
H -0.1511 -2.0141 -8.2244
S -3.1165 -0.0484 -4.5427
H -1.9127 -1.8846 -8.4423
S -4.3199 2.1147 5.3632
O -1.9222 -4.3614 6.9089
C 0.9377 -0.7689 0.1624
O -2.5916 -0.6027 0.8961
H -2.0322 -0.8118 7.3831
C -4.2309 1.7247 7.1248
C 5.8529 6.5028 2.2024
H 1.3184 3.3534 -0.5447
H -4.9804 -0.1928 5.1956
S 6.3119 6.0007 0.5305
S -4.3159 5.0415 -7.3217
C 0.1310 -9.0444 4.9010
H -1.9540 -7.2050 5.5471
H -4.4140 -2.0463 -4.8884
H 1.0249 -4.5646 2.8776
H -3.9269 -3.7852 9.0027
H -3.2052 0.0083 5.0825
C 5.0414 0.7954 -1.0797
O -1.8423 -0.8006 -4.7606
C 5.0928 7.0288 -0.3153
H 5.1725 6.8465 -1.3874
H 6.8723 1.6156 -0.6792
C -1.3349 2.6865 0.6303
H 3.2433 0.1127 3.7052
H 5.2991 8.0809 -0.1113
H 3.3736 -2.2446 -3.3901
C -5.4404 4.8261 -8.7176
C 1.0429 -1.8211 -1.0283
H -2.3366 -3.1238 9.4555
C 3.2595 -1.4926 -2.5202
H -0.0348 -2.1586 -1.2655
O 5.8915 4.5768 0.3600
H -5.0362 1.0394 7.3959
H -2.0205 3.4480 2.7112
O 3.4422 -3.1001 0.9657
H -3.0136 2.0297 1.9541
H 0.9421 1.6929 -8.5375
C 2.6836 0.3330 2.7277
N 1.2666 -2.7551 1.7333
C -0.9495 -1.4467 -8.7055
C -1.3475 -0.5618 0.9122
H -3.1476 3.2250 -8.3856
H -3.8322 -0.5115 -6.7934
C -4.1732 0.4144 4.7819
C -1.5108 -1.7406 7.1436
C -1.1010 -6.6745 5.1205
H -4.7651 0.8255 -6.0547
C 4.0193 -0.1485 -3.0145
C 2.7088 -2.9108 1.9763
H 1.4658 0.0116 -8.2780
H -0.7617 -9.4994 5.3338
H 0.4818 0.5789 2.7617
H -0.0567 2.9411 -1.6889
H -4.1629 -1.6888 -3.1616
H -1.3766 1.7189 2.7207
H -1.0064 3.7906 0.5593
H -0.3664 -6.4589 5.8976
H 1.6387 -2.7589 -0.7926
H 2.6453 1.4552 2.5464
C 0.7225 0.6483 -8.7612
N 6.0058 1.9300 -1.1393
H 0.7894 -8.6810 5.6920
C -3.2037 -2.9931 8.8058
H 0.7229 1.9920 1.1988
F 0.9837 -0.8363 4.1917
H -5.3648 -0.7580 -4.0878
S -0.9172 0.2581 -8.1141
O -1.9141 1.0314 -8.9195
H -6.4176 5.2210 -8.4376
H -4.3385 2.6516 7.6892
N 5.2134 -0.2356 -0.2770
O -5.7127 2.5696 5.0771
H 1.4354 1.7731 -1.4564
H 3.1647 -2.0198 4.0615
H 6.4700 5.9490 2.9106
H -3.1052 1.1056 -6.6302
C 0.8279 -1.3330 1.6848
C 1.6920 -1.2025 -2.3763
```